{"formula": "C41H99N8O14", "method": "wB97M-V/def2-TZVPD", "species": ["N", "H", "H", "H", "H", "C", "N", "C", "C", "C", "C", "O", "H", "H", "H", "H", "H", "H", "H", "H", "H", "H", "H", "H", "H", "H", "C", "N", "C", "C", "C", "C", "O", "H", "H", "H", "H", "H", "H", "H", "H", "H", "H", "H", "H", "H", "H", "C", "C", "O", "O", "H", "H", "H", "C", "C", "O", "H", "H", "H", "H", "H", "C", "O", "N", "C", "C", "H", "H", "H", "H", "H", "H", "H", "C", "O", "N", "C", "C", "H", "H", "H", "H", "H", "H", "H", "C", "O", "N", "C", "C", "H", "H", "H", "H", "H", "H", "H", "C", "O", "N", "C", "C", "H", "H", "H", "H", "H", "H", "H", "C", "O", "N", "C", "C", "H", "H", "H", "H", "H", "H", "H", "C", "C", "O", "C", "H", "H", "H", "H", "H", "H", "C", "C", "O", "C", "H", "H", "H", "H", "H", "H", "C", "C", "O", "C", "H", "H", "H", "H", "H", "H", "C", "C", "O", "C", "H", "H", "H", "H", "H", "H"], "coordinates": [[-0.820, -5.475, 14.887], [-1.142, -5.262, 13.914], [-0.375, -4.635, 15.248], [-0.045, -6.167, 14.860], [-1.543, -5.846, 15.508], [3.017, -6.601, 11.368], [2.401, -5.238, 11.502], [1.267, -5.186, 10.519], [1.819, -5.123, 12.890], [3.415, -4.141, 11.285], [4.253, -4.234, 10.041], [3.427, -4.085, 8.890], [3.795, -6.686, 12.126], [3.386, -6.693, 10.354], [2.252, -7.326, 11.633], [0.816, -4.198, 10.485], [0.465, -5.852, 10.839], [1.616, -5.532, 9.552], [1.098, -5.927, 12.997], [1.319, -4.157, 12.916], [2.640, -5.247, 13.589], [4.018, -4.218, 12.189], [2.869, -3.199, 11.276], [4.908, -5.102, 9.925], [4.934, -3.372, 10.085], [3.892, -4.458, 8.135], [-1.601, -9.200, 9.845], [-1.555, -9.581, 11.300], [-1.766, -11.054, 11.406], [-0.201, -9.244, 11.861], [-2.679, -8.881, 12.038], [-2.371, -7.451, 12.415], [-2.074, -6.724, 11.247], [-0.885, -9.880, 9.379], [-1.283, -8.173, 9.739], [-2.550, -9.437, 9.368], [-1.659, -11.364, 12.439], [-1.048, -11.501, 10.719], [-2.779, -11.245, 11.061], [0.549, -9.894, 11.420], [-0.323, -9.488, 12.915], [-0.014, -8.199, 11.641], [-2.956, -9.470, 12.911], [-3.511, -8.909, 11.333], [-1.558, -7.389, 13.150], [-3.267, -7.023, 12.887], [-1.774, -5.822, 11.525], [1.977, -8.957, 16.057], [1.326, -7.832, 15.264], [0.500, -8.129, 14.345], [1.737, -6.648, 15.422], [2.963, -8.646, 16.394], [2.056, -9.809, 15.383], [1.372, -9.231, 16.920], [-2.623, -2.754, 11.315], [-1.511, -3.114, 12.292], [-1.352, -4.481, 12.442], [-2.862, -1.694, 11.456], [-3.578, -3.229, 11.547], [-2.302, -3.015, 10.307], [-1.775, -2.595, 13.231], [-0.599, -2.571, 11.976], [-3.869, -4.669, 8.710], [-5.010, -4.358, 8.446], [-2.789, -4.561, 7.884], [-1.517, -4.968, 8.391], [-2.829, -4.112, 6.504], [-3.531, -5.028, 9.696], [-1.559, -5.458, 9.366], [-0.837, -4.124, 8.572], [-0.989, -5.703, 7.771], [-2.501, -4.888, 5.811], [-3.812, -3.736, 6.239], [-2.108, -3.291, 6.444], [-4.823, -8.089, 8.354], [-4.962, -8.529, 9.490], [-5.815, -8.081, 7.455], [-5.708, -7.341, 6.209], [-7.067, -8.779, 7.653], [-3.881, -7.650, 7.996], [-6.044, -7.913, 5.346], [-4.656, -7.102, 6.036], [-6.234, -6.387, 6.280], [-7.842, -8.064, 7.933], [-7.319, -9.461, 6.844], [-7.000, -9.425, 8.534], [-2.235, -10.354, 5.760], [-2.850, -9.316, 5.562], [-2.616, -11.335, 6.577], [-3.928, -11.364, 7.189], [-1.774, -12.466, 6.855], [-1.282, -10.549, 5.245], [-3.751, -11.252, 8.262], [-4.463, -12.302, 7.024], [-4.631, -10.594, 6.884], [-1.679, -12.633, 7.931], [-2.176, -13.405, 6.457], [-0.763, -12.430, 6.454], [-4.106, -12.423, 14.284], [-3.936, -11.576, 13.414], [-5.326, -12.793, 14.710], [-5.517, -13.737, 15.792], [-6.555, -12.309, 14.104], [-3.336, -13.038, 14.773], [-6.240, -14.475, 15.427], [-5.979, -13.337, 16.698], [-4.605, -14.265, 16.064], [-7.271, -12.218, 14.924], [-6.497, -11.321, 13.657], [-6.947, -13.017, 13.373], [-3.957, -7.350, 15.562], [-3.029, -6.778, 16.131], [-3.895, -8.637, 15.201], [-5.003, -9.266, 14.502], [-2.683, -9.420, 15.378], [-4.938, -6.879, 15.420], [-4.783, -9.492, 13.457], [-5.907, -8.656, 14.471], [-5.262, -10.178, 15.043], [-2.077, -9.547, 14.478], [-2.109, -9.028, 16.208], [-3.008, -10.451, 15.557], [1.963, -13.358, 10.728], [1.600, -13.041, 9.292], [0.737, -12.238, 9.022], [2.359, -13.764, 8.191], [2.868, -12.802, 10.979], [2.084, -14.417, 10.941], [1.157, -12.942, 11.336], [1.765, -13.875, 7.283], [2.719, -14.738, 8.513], [3.183, -13.132, 7.845], [-5.784, -12.785, 10.160], [-4.735, -13.764, 10.646], [-3.602, -13.731, 10.225], [-5.153, -14.990, 11.456], [-6.185, -12.266, 11.033], [-6.599, -13.302, 9.659], [-5.265, -12.056, 9.541], [-6.230, -15.170, 11.441], [-4.690, -14.956, 12.437], [-4.802, -15.820, 10.839], [1.197, -9.612, 7.081], [1.964, -9.148, 8.315], [1.411, -8.711, 9.293], [3.477, -9.248, 8.221], [1.246, -10.705, 7.082], [1.733, -9.337, 6.174], [0.178, -9.240, 7.137], [3.928, -8.474, 8.832], [3.786, -9.204, 7.178], [3.716, -10.275, 8.516], [2.290, -11.311, 13.711], [1.315, -12.167, 14.483], [0.128, -11.910, 14.408], [1.836, -13.311, 15.264], [2.946, -10.661, 14.290], [1.723, -10.728, 12.996], [2.980, -12.007, 13.223], [2.576, -12.882, 15.950], [2.350, -14.047, 14.643], [1.085, -13.845, 15.839]], "atomic_forces_ev_per_a": [[0.954, -0.353, 0.457], [-0.376, 0.725, -0.706], [-0.364, 0.042, 0.171], [-0.054, -0.030, -0.046], [-0.321, 0.118, 0.003], [-0.047, 0.615, 0.741], [-0.675, -0.590, -0.531], [-0.499, -0.238, -0.095], [0.341, 0.143, -0.762], [-0.317, -0.770, 0.464], [0.477, 0.724, -0.712], [-0.033, -0.284, 0.138], [0.231, 0.038, -0.207], [-0.007, -0.332, 0.031], [-0.047, -0.080, -0.378], [0.296, 0.144, -0.013], [0.205, -0.079, 0.307], [0.092, 0.328, -0.068], [0.054, -0.004, 0.130], [-0.038, -0.023, 0.337], [-0.196, 0.116, 0.241], [0.319, 0.377, -0.182], [-0.052, -0.015, 0.082], [-0.267, -0.212, 0.448], [-0.007, -0.087, 0.166], [-0.019, 0.155, -0.081], [0.809, -1.121, -0.240], [-0.127, 0.278, -0.590], [-0.180, 0.395, -0.534], [-1.206, -0.592, 0.300], [-0.127, 0.105, -0.251], [-0.150, 0.320, -0.080], [0.336, -0.234, -0.262], [0.215, 0.293, -0.097], [-0.256, 0.053, -0.066], [-0.352, 0.364, 0.526], [0.122, -0.062, -0.004], [0.005, -0.284, 0.221], [0.010, -0.218, 0.063], [-0.105, 0.045, -0.314], [0.601, 0.501, 0.032], [0.140, -0.016, 0.298], [0.358, -0.006, -0.360], [-0.101, 0.094, 0.040], [0.001, -0.177, -0.056], [-0.012, -0.205, 0.045], [-0.142, 0.650, 0.487], [-0.225, 0.126, -0.182], [0.605, 0.688, -1.265], [0.010, -0.139, 0.769], [-0.261, -0.399, 0.572], [-0.005, 0.016, 0.097], [-0.223, 0.319, 0.655], [-0.035, -0.007, 0.011], [-0.075, 0.405, 0.366], [-0.715, -0.210, 0.378], [0.541, -0.428, 0.024], [0.298, 0.137, -0.632], [0.249, -0.480, 0.038], [-0.285, 0.294, -0.167], [0.046, -0.258, 0.299], [0.254, -0.181, -0.235], [0.300, 0.332, -0.006], [-0.047, -0.161, -0.239], [-0.356, -0.686, -0.014], [1.251, -0.239, 0.680], [0.374, 0.500, 0.478], [-0.359, -0.140, 0.035], [-0.624, 0.074, -0.060], [-0.051, 0.127, -0.406], [-0.213, 0.191, -0.400], [-0.142, -0.151, 0.039], [-0.096, -0.131, 0.119], [-0.101, 0.083, -0.327], [-0.655, -0.030, 0.629], [0.512, -0.323, -0.031], [-0.127, -0.330, -1.270], [0.786, 0.427, 0.137], [0.092, -0.200, 1.596], [-0.042, 0.084, -0.065], [-0.164, -0.131, 0.130], [-0.017, -0.055, -0.006], [-0.210, -0.099, -0.065], [-0.311, -0.067, -0.579], [-0.082, 0.503, -0.438], [0.346, 0.139, 0.025], [-0.146, 1.078, -0.487], [0.072, -0.293, 0.061], [-0.300, -0.492, -0.389], [-0.147, 0.047, 0.959], [0.145, -1.288, 0.299], [0.145, -0.092, 0.132], [-0.378, -0.101, 0.088], [0.428, -0.262, -0.075], [0.581, 0.404, -0.351], [-0.017, 0.224, 0.035], [-0.327, 0.162, -0.068], [-0.062, 0.697, -0.110], [-0.721, -0.036, -0.662], [0.491, -0.936, 0.231], [-0.038, 0.277, 0.354], [-0.633, -0.850, -0.324], [-0.409, 0.159, 0.570], [0.439, 0.446, -0.036], [0.200, -0.211, 0.136], [0.232, 0.500, -0.113], [0.131, 0.163, -0.115], [-0.197, -0.068, -0.185], [0.479, -0.121, -0.127], [0.033, -0.078, -0.029], [0.685, -0.176, 0.980], [-0.240, 0.296, -0.349], [-0.392, 0.215, -0.892], [-0.442, 0.013, 0.108], [-0.427, -0.880, 0.047], [0.033, 0.020, -0.210], [0.053, -0.130, 0.350], [0.197, 0.416, 0.366], [0.042, 0.022, -0.224], [0.153, 0.632, 0.283], [0.141, 0.035, -0.056], [0.096, 0.195, 0.493], [-0.555, 0.707, -0.088], [0.173, -0.744, -0.330], [-0.004, 0.265, 0.089], [-0.111, 0.281, -0.245], [0.164, -0.223, -0.011], [0.152, -0.025, -0.156], [0.068, -0.123, 0.146], [-0.346, -0.071, 0.257], [0.195, 0.082, -0.017], [0.262, -0.125, 0.382], [0.738, 0.189, 0.879], [-0.440, -0.962, -0.918], [0.271, 0.560, 0.270], [-0.371, 0.202, -1.047], [-0.196, 0.049, -0.031], [0.023, 0.001, -0.117], [-0.347, -0.007, -0.177], [-0.062, 0.495, 0.645], [-0.140, -0.293, 0.109], [0.540, -0.105, 0.459], [0.669, -0.140, 0.618], [0.125, 0.074, -1.048], [0.067, 0.185, 0.272], [-0.777, -0.458, -0.390], [-0.382, -0.045, 0.154], [-0.244, 0.383, -0.049], [-0.060, -0.144, -0.241], [0.293, -0.271, 0.121], [0.137, 0.330, 0.046], [0.308, 0.194, 0.436], [0.682, -0.825, -0.348], [-1.009, 0.770, -0.450], [0.113, -0.243, 0.101], [0.589, -0.304, 0.649], [-0.217, -0.266, 0.057], [0.130, 0.125, -0.049], [-0.051, 0.130, -0.303], [0.087, -0.291, 0.048], [0.114, 0.194, -0.137], [-0.219, 0.258, -0.057]], "mulliken_charge": [0.58, -0.29, 0.51, -0.53, 0.69, -0.76, 0.98, -1.02, -0.41, -0.51, -0.71, -0.51, 0.32, 0.31, 0.01, 0.24, 0.22, 0.51, -0.32, 0.44, 0.55, 0.43, 0.41, 0.37, 0.40, 0.32, 1.49, 0.88, -0.27, -0.01, 0.51, 0.25, 0.04, -0.35, -0.09, -1.10, -0.24, -0.58, 0.72, 0.29, 0.09, -0.29, -1.17, 0.35, -0.80, 1.15, -0.50, -0.79, 0.56, -0.40, -0.78, 0.42, -0.55, 0.32, -0.99, -0.64, -0.87, 0.50, 0.26, 0.01, 0.23, 0.24, 0.24, -0.67, 0.42, -0.67, -1.15, 0.35, -0.36, 0.50, 0.59, 0.34, 0.35, 0.38, 0.09, -0.79, 0.32, -0.85, -0.95, 0.48, 0.36, 0.17, 0.33, 0.36, 0.35, 0.20, -0.08, -0.58, 0.31, -0.42, -0.98, 0.50, -0.41, 0.41, 0.30, 0.17, 0.39, 0.34, -0.39, -0.34, 0.57, -1.01, -1.06, 0.26, 0.40, 0.32, 0.27, 0.43, 0.30, 0.27, 0.06, -0.75, 0.33, -0.97, -1.13, 0.40, 0.32, 0.33, 0.42, 0.52, 0.38, 0.23, -0.80, 0.67, -0.24, -1.40, 0.31, 0.51, -0.09, 0.33, 0.41, 0.26, -0.20, 1.00, -0.49, -1.36, 0.08, 0.57, -0.47, 0.33, 0.19, 0.48, -0.79, 0.84, -0.17, -1.39, 0.04, 0.59, 0.06, 0.24, 0.45, 0.23, -0.99, 1.02, -0.31, -1.61, 0.67, -0.04, 0.42, 0.37, 0.34, 0.32], "lumo_energy_ha": -0.06775, "charge": 1, "molar_mass_g_mol": 928.285, "e_homo_ha": -0.3502, "largest_force_ev_per_a": 1.611}